Molecular formula: C39H97N7O8
Method: DFT, ωB97M-V/def2-TZVPD

Computed properties:
total energy = -68808.885 eV
charge = +1
spin multiplicity = 2
energy above the lowest of the compared OMol25 structures with the same formula, charge and spin = 78.59 kJ/mol

Structure (XYZ):
```
151
Properties=species:S:1:pos:R:3:forces:R:3
C 0.234 2.427 -1.675 -0.5 -0.7 -0.4
C 0.016 2.217 -0.148 -0.2 -1.1 -2.1
C -1.330 2.933 0.098 -0.5 -0.5 2.0
C -2.012 2.416 1.405 0.1 0.6 0.6
C -2.117 0.908 1.538 0.4 0.7 -0.6
C -0.797 0.219 1.196 -0.9 -2.5 0.2
N -0.205 0.724 0.015 -0.5 2.3 -1.8
O 0.890 -0.027 -0.527 -0.4 0.3 1.1
C 0.082 0.136 2.423 0.7 0.9 1.0
C -1.235 -1.255 0.916 0.1 0.9 0.4
C 1.192 2.801 0.649 -0.6 -1.2 0.4
H -0.664 2.076 -2.183 -0.4 0.2 0.1
H 0.978 1.801 -2.167 0.7 0.2 0.5
H 0.371 3.464 -1.983 0.2 0.1 0.3
H -1.137 3.999 0.222 0.1 0.1 0.0
H -2.074 2.886 -0.696 0.4 -0.5 -0.4
H -3.009 2.844 1.512 -0.1 0.1 -0.1
H -1.482 2.774 2.288 0.3 0.3 0.0
H -2.962 0.586 0.929 0.2 -0.4 -0.4
H -2.324 0.545 2.544 -0.3 0.5 0.2
H 0.052 1.038 3.034 -0.1 0.4 -0.2
H -0.266 -0.619 3.128 0.2 -0.4 -0.2
H 1.140 0.023 2.187 -0.1 -0.5 -0.1
H -1.960 -1.285 0.103 0.5 -0.2 -0.5
H -0.315 -1.830 0.807 -0.4 -0.5 -0.2
H -1.820 -1.534 1.793 0.4 -0.4 0.2
H 1.675 2.035 1.256 0.0 -0.2 -0.1
H 0.738 3.461 1.387 0.7 0.7 -0.3
H 1.966 3.125 -0.048 -0.2 0.8 0.4
H 0.482 -0.337 -1.339 0.2 -0.2 -0.2
C -3.904 -7.894 1.752 -0.4 1.6 1.6
C -4.023 -6.336 1.560 0.2 -1.7 -2.8
C -5.332 -6.161 0.695 -0.9 1.7 1.1
C -5.843 -4.660 0.605 -0.3 -2.0 0.8
C -6.019 -4.088 2.049 1.8 -0.1 -1.1
C -4.714 -4.183 2.952 -1.8 0.1 1.3
N -4.087 -5.562 2.850 0.8 0.0 -0.8
O -3.133 -5.926 3.810 -1.0 1.1 -1.9
C -3.780 -3.070 2.570 1.9 -0.2 -1.9
C -5.121 -3.915 4.432 0.9 -1.1 0.1
C -2.728 -5.917 0.729 0.2 2.4 0.8
H -4.322 -8.469 0.925 0.6 0.4 -0.3
H -4.617 -8.071 2.557 0.3 -0.7 0.4
H -2.865 -8.089 2.018 -0.3 -0.7 0.0
H -5.380 -6.713 -0.244 1.3 0.5 -0.4
H -6.148 -6.728 1.142 0.0 0.1 1.0
H -6.872 -4.706 0.250 0.1 0.0 -0.5
H -5.264 -4.093 -0.125 0.1 0.3 0.5
H -6.901 -4.518 2.525 0.2 -0.1 0.1
H -6.181 -3.021 1.895 -0.2 0.0 0.5
H -3.386 -3.202 1.563 -0.2 -0.2 -0.3
H -4.286 -2.110 2.465 -0.1 -0.1 0.8
H -2.832 -3.047 3.108 -0.4 0.2 0.7
H -4.350 -4.193 5.151 0.5 -0.2 -0.3
H -5.154 -2.843 4.626 -1.0 -0.1 -0.3
H -5.953 -4.568 4.695 -0.5 0.8 0.1
H -2.404 -6.418 -0.183 -0.9 -0.8 0.3
H -1.817 -5.780 1.311 -0.1 -0.8 0.6
H -2.828 -4.874 0.430 -0.5 0.1 -0.4
H -3.581 -6.503 4.433 -0.3 -0.5 0.5
C -0.895 7.106 -2.078 0.4 -0.9 0.2
C 0.602 7.132 -2.387 0.9 2.4 -0.2
C 1.033 6.892 -3.884 -1.4 -1.5 2.0
O 0.591 5.577 -4.223 -0.1 0.1 -0.6
C 0.609 5.256 -5.632 0.4 -0.6 1.9
N 1.094 8.533 -2.042 -0.1 -0.9 0.2
H -1.442 7.651 -2.847 -0.3 -0.3 0.1
H -1.163 7.446 -1.077 0.6 1.0 -0.1
H -1.207 6.075 -1.910 -0.3 -0.3 -1.1
H 1.134 6.469 -1.705 0.1 -0.2 -0.2
H 2.122 6.918 -3.935 0.1 0.5 -0.3
H 0.504 7.673 -4.430 0.3 0.0 -0.6
H 0.201 4.247 -5.691 -0.8 0.3 -0.1
H 1.635 5.025 -5.919 0.3 1.0 -0.6
H 0.047 6.032 -6.150 0.3 -0.3 -0.6
H 0.651 9.253 -2.596 -0.5 -0.1 -0.1
H 2.072 8.656 -2.263 0.3 -0.3 0.1
C 2.399 3.917 5.235 -0.6 -0.4 -1.0
C 2.701 5.249 4.547 0.2 -2.2 -2.6
C 1.997 5.454 3.104 1.1 1.5 2.0
O 2.558 6.727 2.632 -0.8 -1.0 0.4
C 1.832 7.384 1.608 0.1 -0.2 -0.3
N 2.501 6.311 5.456 -0.2 1.3 0.3
H 1.341 3.796 5.467 0.0 0.4 0.8
H 3.097 3.757 6.057 -0.4 0.1 0.3
H 2.531 3.060 4.575 0.5 0.1 -0.4
H 3.741 5.129 4.242 0.5 0.3 -0.1
H 0.919 5.487 3.263 -0.3 0.3 -0.2
H 2.238 4.672 2.384 0.2 -0.1 0.2
H 2.520 8.015 1.046 0.1 0.0 0.1
H 1.018 8.019 1.957 -0.1 0.0 0.4
H 1.390 6.679 0.903 0.0 -0.2 -0.1
H 2.753 7.170 4.988 -0.2 0.3 -0.2
H 3.207 6.237 6.175 -0.1 -0.1 0.4
C 4.078 -7.295 0.173 1.7 0.5 1.2
C 4.252 -5.775 0.122 0.5 1.9 -0.7
C 3.788 -5.059 1.375 -1.8 0.7 -0.5
O 3.831 -3.614 1.386 0.8 -0.6 1.5
C 3.275 -2.870 0.353 0.0 -1.0 -1.3
N 5.651 -5.341 -0.193 -0.1 -1.8 0.1
H 4.537 -7.558 1.126 -0.1 -0.5 0.3
H 4.759 -7.745 -0.550 -0.5 -0.1 -0.4
H 3.064 -7.694 0.176 0.1 0.3 -0.3
H 3.575 -5.446 -0.666 0.2 0.4 -0.4
H 4.260 -5.374 2.306 0.2 0.0 -0.2
H 2.730 -5.319 1.371 -0.5 -0.2 0.8
H 3.319 -1.797 0.542 0.4 -0.2 0.2
H 2.234 -3.091 0.115 -0.5 -0.3 0.4
H 3.810 -3.189 -0.541 0.1 0.8 -0.6
H 5.920 -4.376 -0.067 -1.0 0.5 -0.1
H 6.182 -5.771 0.552 0.6 -0.4 0.0
C 4.916 1.047 0.616 -2.5 0.5 -0.4
C 5.366 0.309 -0.630 1.6 0.1 0.6
C 4.340 0.438 -1.745 -0.8 -1.1 -0.9
O 4.649 -0.306 -2.945 0.4 -0.2 0.5
C 3.574 -0.359 -3.851 -0.2 -0.3 -0.1
N 6.640 0.910 -1.033 0.1 0.3 -0.2
H 5.535 1.222 1.495 0.5 -0.4 -0.6
H 3.998 0.538 0.912 0.0 -0.4 0.6
H 4.440 1.983 0.326 0.5 0.7 -0.1
H 5.582 -0.677 -0.219 -0.2 -0.5 -0.9
H 4.272 1.494 -2.008 -0.1 0.4 0.1
H 3.338 0.064 -1.532 -0.2 0.3 1.0
H 3.620 -1.258 -4.466 0.9 0.2 -0.3
H 3.510 0.547 -4.454 0.0 0.0 -0.2
H 2.583 -0.537 -3.432 -0.2 0.4 0.9
H 6.370 1.781 -1.467 0.3 0.5 0.0
H 7.145 0.434 -1.767 -0.2 -0.6 -0.1
C 0.671 -0.415 -5.885 -1.1 1.1 -0.2
C -0.251 -1.592 -6.208 0.3 -0.3 0.2
C -1.644 -1.633 -5.633 -0.3 -0.7 0.8
O -1.683 -1.714 -4.212 1.0 -0.5 0.0
C -2.270 -0.554 -3.744 -0.6 0.0 0.3
N -0.413 -1.587 -7.650 0.4 0.2 -0.3
H 1.682 -0.579 -6.256 0.1 -0.2 0.4
H 0.637 -0.006 -4.875 0.3 -0.7 0.4
H 0.304 0.447 -6.442 -0.1 0.1 -0.4
H 0.286 -2.483 -5.882 -0.1 -0.4 0.3
H -2.186 -2.549 -5.867 0.3 -0.1 -1.0
H -2.249 -0.795 -5.981 0.1 0.1 -0.2
H -2.424 -0.616 -2.667 0.4 0.2 0.1
H -3.264 -0.539 -4.190 -0.3 0.8 0.0
H -1.644 0.272 -4.082 -0.4 0.6 0.4
H 0.538 -1.647 -7.985 -0.1 -0.1 -0.8
H -0.932 -2.384 -7.991 0.1 -0.2 0.0
C -4.967 0.313 5.028 -0.2 0.2 -1.5
O -5.250 0.884 3.688 0.2 -0.6 1.4
H -3.916 0.033 4.950 0.0 0.2 0.5
H -5.195 1.005 5.838 0.3 0.3 -0.3
H -5.534 -0.585 5.271 -0.2 -0.1 -0.4
H -6.049 0.505 3.313 -0.1 0.0 0.3
```
Forces are in eV/Å.

Here are the Mulliken charges for atoms 1 to 2, given in e: atom 1 (C): -2.36, atom 2 (C): 2.36